# 1
Computed, not measured: one molecule with the formula C23H31N3O4S at a distorted geometry, with ωB97M-V/def2-TZVPD.

CARTESIAN COORDINATES (ANGSTROEM)
C1 -1.051 0.668 3.210
C2 -2.058 1.758 3.579
O1 -2.272 2.703 2.557
C3 -3.016 2.232 1.458
C4 -3.060 3.333 0.403
C5 -1.694 3.568 -0.246
N1 -1.237 2.402 -0.991
C6 -0.245 1.633 -0.411
O2 0.347 1.975 0.599
C7 0.071 0.401 -1.114
N2 0.992 -0.403 -0.423
C8 0.739 -1.702 -0.053
O3 -0.111 -2.383 -0.593
C9 1.630 -2.219 1.015
C10 2.117 -1.429 2.051
C11 2.908 -1.972 3.046
C12 3.240 -3.325 3.020
O4 4.029 -3.964 3.915
C13 4.511 -3.282 5.058
C14 3.446 -3.126 6.139
C15 2.741 -4.122 1.984
C16 1.941 -3.580 1.008
C17 -0.477 0.115 -2.325
N3 -1.444 0.949 -2.830
C18 -1.818 2.104 -2.194
S1 -2.910 3.148 -2.872
C19 -2.120 0.591 -4.066
C20 -1.272 0.876 -5.304
C21 -0.285 -0.246 -5.606
C22 0.691 -0.506 -4.463
C23 0.024 -1.010 -3.174
H1 -0.201 1.132 2.715
H2 -0.714 0.158 4.108
H3 -1.486 -0.071 2.540
H4 -1.669 2.348 4.414
H5 -3.015 1.306 3.884
H6 -2.566 1.322 1.035
H7 -4.040 1.980 1.779
H8 -3.797 3.078 -0.358
H9 -3.363 4.262 0.886
H10 -0.951 3.751 0.531
H11 -1.748 4.419 -0.928
H12 1.549 0.150 0.219
H13 1.854 -0.383 2.124
H14 3.256 -1.326 3.836
H15 5.323 -3.915 5.426
H16 4.933 -2.309 4.779
H17 3.878 -2.647 7.012
H18 3.066 -4.104 6.423
H19 2.612 -2.526 5.782
H20 2.998 -5.170 1.979
H21 1.542 -4.196 0.217
H22 -2.393 -0.465 -4.024
H23 -3.035 1.185 -4.106
H24 -1.940 1.002 -6.157
H25 -0.742 1.820 -5.160
H26 0.281 0.011 -6.503
H27 -0.840 -1.163 -5.818
H28 1.406 -1.264 -4.789
H29 1.255 0.404 -4.244
H30 0.762 -1.557 -2.593
H31 -0.776 -1.714 -3.411

Properties
- relative energy (zero: lowest compared OMol25 entry of this formula, charge and spin) (kJ/mol) = 85.61
- E_LUMO (eV) = 0.601
- HOMO-LUMO gap (Ha) = 0.32087
- structure (SMILES) = CCOCCCn1c(=O)c(NC(=O)c2ccc(OCC)cc2)c2n(c1=S)CCCCC2
- 2S+1 = 1
- charge = 0
- M (g mol⁻¹) = 445.58

Here are the Mulliken charges for atoms 1 to 8, given in e:
1 C -0.8613
2 C -0.4520
3 O -0.3523
4 C -0.3513
5 C -0.7136
6 C -1.4341
7 N 0.0007
8 C 0.8847

=====

# 2
Computed, not measured: C37H53BaN4O2P2 as an isolated structure at a distorted geometry, with ωB97M-V/def2-TZVPD.

CARTESIAN COORDINATES (ANGSTROEM)
C1 -1.352 -1.927 -2.269
C2 0.681 -2.916 -1.614
C3 -1.532 -2.882 -3.272
C4 0.449 -3.993 -2.513
C5 -0.645 -3.956 -3.366
H1 -2.384 -2.777 -3.939
H2 1.172 -4.805 -2.533
H3 -0.813 -4.746 -4.101
N1 -0.263 -1.916 -1.480
P1 -2.837 -0.464 -0.285
P2 2.606 -1.462 -0.114
C6 -2.442 -0.835 -2.059
H4 -2.101 0.097 -2.535
H5 -3.376 -1.141 -2.558
C7 1.910 -2.874 -0.853
H6 2.434 -3.825 -0.744
C8 3.590 -0.440 -1.366
C9 3.433 -1.844 1.545
C10 -3.646 1.255 -0.097
C11 -3.843 -1.955 0.265
C12 3.558 1.033 -0.901
H7 4.077 1.185 0.054
H8 4.048 1.652 -1.666
H9 2.529 1.400 -0.798
C13 5.029 -0.958 -1.448
H10 5.600 -0.796 -0.524
H11 5.067 -2.025 -1.708
H12 5.541 -0.401 -2.246
C14 2.922 -0.556 -2.751
H13 3.402 0.163 -3.437
H14 3.036 -1.565 -3.173
H15 1.856 -0.306 -2.703
C15 4.109 -0.574 2.111
H16 3.399 0.257 2.249
H17 4.525 -0.827 3.099
H18 4.939 -0.223 1.481
C16 2.368 -2.322 2.562
H19 1.670 -1.521 2.857
H20 1.781 -3.174 2.191
H21 2.890 -2.640 3.479
C17 4.482 -2.947 1.358
H22 5.266 -2.664 0.644
H23 4.963 -3.120 2.335
H24 4.034 -3.893 1.030
C18 -4.317 -1.751 1.720
H25 -4.857 -2.662 2.028
H26 -3.474 -1.608 2.414
H27 -5.016 -0.906 1.813
C19 -2.949 -3.215 0.206
H28 -2.677 -3.467 -0.828
H29 -2.031 -3.107 0.806
H30 -3.525 -4.064 0.612
C20 -5.054 -2.175 -0.642
H31 -5.609 -3.039 -0.241
H32 -5.735 -1.315 -0.655
H33 -4.766 -2.412 -1.674
C21 -2.866 2.303 -0.918
H34 -2.853 2.078 -1.994
H35 -3.361 3.279 -0.780
H36 -1.825 2.420 -0.581
C22 -3.573 1.670 1.391
H37 -2.535 1.765 1.753
H38 -4.042 2.660 1.497
H39 -4.095 0.969 2.057
C23 -5.100 1.213 -0.574
H40 -5.188 0.856 -1.610
H41 -5.747 0.603 0.070
H42 -5.500 2.239 -0.548
Ba1 -0.016 -0.078 0.676
C24 -1.242 -2.469 3.246
O1 -1.224 -3.211 4.128
N2 0.248 1.352 -1.500
C25 0.355 1.908 -2.534
C26 0.483 2.694 -3.697
C27 0.256 4.083 -3.627
C28 0.854 2.112 -4.927
C29 0.432 4.875 -4.759
H43 -0.057 4.543 -2.690
C30 1.035 2.921 -6.050
H44 1.000 1.034 -5.004
C31 0.827 4.296 -5.964
H45 0.264 5.951 -4.703
H46 1.344 2.477 -6.997
H47 0.969 4.922 -6.841
N3 0.231 3.009 7.574
C32 1.023 3.411 6.530
O2 1.881 4.277 6.675
C33 0.777 2.781 5.194
C34 -0.221 1.825 4.962
C35 -0.373 1.278 3.686
N4 0.443 1.627 2.655
C36 1.371 2.603 2.849
C37 1.587 3.163 4.103
H48 0.444 3.407 8.472
H49 -0.371 2.205 7.555
H50 -0.883 1.509 5.769
H51 -1.187 0.566 3.478
H52 1.928 2.938 1.965
H53 2.387 3.889 4.246

Properties
- relative energy (zero: lowest compared OMol25 entry of this formula, charge and spin) (kJ/mol) = 106.09
- E_LUMO (spin up / spin down) (eV) = -4.360 / -2.991
- HOMO-LUMO gap (spin up / spin down) (Ha) = 0.06073 / 0.26061
- 2S+1 = 1
- charge = +1
- M (g mol⁻¹) = 785.13

Here are the Mulliken charges for atoms 1 to 8, given in e:
1 C -0.5309
2 C 0.2503
3 C -0.7441
4 C -0.9254
5 C -0.8712
6 H 0.5064
7 H 0.5151
8 H 0.4222

=====

# 3
Computed, not measured: one molecule with the formula C5H11N3O2 at a distorted geometry, with ωB97M-V/def2-TZVPD.

CARTESIAN COORDINATES (ANGSTROEM)
C1 -2.382 0.663 1.256
C2 -0.890 0.656 0.798
C3 -0.169 -0.204 0.066
N1 -0.693 -1.407 -0.375
N2 0.162 -2.564 -0.501
C4 1.065 0.167 -0.634
C5 1.155 1.586 -1.161
N3 2.178 0.044 0.366
O1 2.085 0.630 1.425
O2 3.081 -0.680 0.125
H1 -2.783 1.615 0.967
H2 -2.811 -0.072 0.585
H3 -2.485 0.421 2.248
H4 -0.404 1.675 1.008
H5 -1.644 -1.556 -0.019
H6 -0.256 -3.155 -1.271
H7 -0.046 -3.182 0.324
H8 1.200 -0.552 -1.469
H9 0.974 2.295 -0.371
H10 0.480 1.766 -1.889
H11 2.182 1.855 -1.479

Properties
- relative energy (zero: lowest compared OMol25 entry of this formula, charge and spin) (kJ/mol) = 578.83
- E_LUMO (eV) = 0.761
- HOMO-LUMO gap (Ha) = 0.33074
- structure (SMILES) = C/C=C(\NN)[C@@H](C)[N+](=O)[O-]
- 2S+1 = 1
- charge = 0
- M (g mol⁻¹) = 145.16

Here are the Mulliken charges for atoms 1 to 8, given in e:
1 C -1.3016
2 C -0.2641
3 C 0.4117
4 N -0.1689
5 N -0.6141
6 C 0.1976
7 C -1.6098
8 N 1.0714

=====

# 4
Computed, not measured: C32H25Br2F5N5OSTi as an isolated structure at a distorted geometry, with ωB97M-V/def2-TZVPD.

CARTESIAN COORDINATES (ANGSTROEM)
Ti1 0.310 -0.026 -0.344
F1 -6.212 2.318 1.071
C1 -5.208 1.501 0.787
C2 -3.919 1.998 0.656
F2 -3.667 3.296 0.814
C3 -2.899 1.117 0.356
F3 -1.639 1.620 0.230
C4 -3.074 -0.239 0.184
S1 -1.753 -1.339 -0.180
C5 -4.379 -0.712 0.323
F4 -4.634 -2.009 0.177
C6 -5.434 0.138 0.619
F5 -6.662 -0.345 0.745
Br1 1.082 -4.685 5.804
C7 0.875 -3.213 4.644
C8 1.712 -2.115 4.778
C9 1.573 -1.047 3.906
C10 0.598 -1.080 2.907
C11 -0.228 -2.190 2.768
C12 -0.094 -3.251 3.649
N1 0.584 -0.010 1.943
C13 0.792 1.169 2.397
C14 1.000 2.301 1.496
C15 1.393 3.534 1.991
C16 1.579 4.578 1.092
C17 1.367 4.338 -0.251
C18 1.001 3.064 -0.670
N2 0.829 2.057 0.185
H1 2.485 -2.105 5.534
H2 2.285 -0.234 3.965
H3 -0.978 -2.213 1.991
H4 -0.736 -4.115 3.552
H5 0.837 1.368 3.466
H6 1.536 3.673 3.053
H7 1.880 5.555 1.441
H8 1.486 5.118 -0.989
H9 0.846 2.831 -1.715
C19 2.385 0.034 -0.790
H10 2.567 0.934 -1.374
H11 2.724 -0.834 -1.349
H12 2.926 0.090 0.161
Br2 -0.179 0.533 -2.611
C20 4.969 -1.049 6.881
C21 4.701 -2.199 5.954
C22 5.080 -2.157 4.618
C23 4.857 -3.233 3.770
C24 4.208 -4.369 4.242
N3 3.950 -5.479 3.400
C25 3.320 -5.466 2.179
O1 3.137 -6.476 1.535
N4 2.842 -4.223 1.797
C26 2.097 -3.925 0.668
C27 1.630 -4.829 -0.283
C28 0.795 -4.342 -1.277
C29 0.410 -3.012 -1.296
N5 0.884 -2.140 -0.390
C30 1.742 -2.587 0.523
C31 3.830 -4.427 5.581
C32 4.084 -3.358 6.421
H13 5.429 -0.214 6.354
H14 5.641 -1.344 7.687
H15 4.048 -0.692 7.345
H16 5.594 -1.284 4.235
H17 5.227 -3.209 2.753
H18 4.075 -6.411 3.761
H19 2.981 -3.459 2.441
H20 1.894 -5.873 -0.221
H21 0.404 -5.010 -2.030
H22 -0.273 -2.622 -2.037
H23 2.119 -1.860 1.228
H24 3.328 -5.308 5.955
H25 3.789 -3.424 7.461

Properties
- relative energy (zero: lowest compared OMol25 entry of this formula, charge and spin) (kJ/mol) = 130.71
- E_LUMO (eV) = -4.571
- HOMO-LUMO gap (Ha) = 0.22893
- 2S+1 = 1
- charge = +1
- M (g mol⁻¹) = 830.32

Here are the Mulliken charges for atoms 1 to 8, given in e:
1 Ti 0.3943
2 F -0.2857
3 C 0.7058
4 C -0.3936
5 F -0.2909
6 C -0.1165
7 F 0.2638
8 C 0.6530

=====

# 5
Computed, not measured: C20H25MgO6SSe2 as an isolated structure at a distorted geometry, with ωB97M-V/def2-TZVPD.

CARTESIAN COORDINATES (ANGSTROEM)
Mg1 -1.403 0.500 -0.116
O1 -2.649 4.303 0.965
C1 -2.850 3.026 0.784
O2 -2.234 2.406 -0.048
C2 -3.940 2.462 1.737
O3 -4.539 1.259 1.310
C3 -4.210 -0.051 1.981
C4 -2.961 -0.339 1.223
O4 -2.898 -0.911 0.131
O5 -1.942 0.333 1.747
H1 -1.986 4.602 0.331
H2 -3.603 2.438 2.783
H3 -4.741 3.255 1.750
H4 -4.114 0.062 3.058
H5 -5.057 -0.669 1.715
C5 0.389 2.397 -4.801
Se1 1.312 1.566 -3.321
C6 1.133 -0.299 -3.754
C7 0.117 -1.060 -2.856
Se2 -1.557 -0.051 -2.748
C8 -2.844 -1.595 -2.641
H6 -0.666 2.153 -4.785
H7 0.878 2.203 -5.734
H8 0.529 3.494 -4.547
H9 2.174 -0.688 -3.714
H10 0.817 -0.402 -4.771
H11 0.549 -1.175 -1.898
H12 -0.100 -1.981 -3.380
H13 -3.535 -1.453 -1.851
H14 -2.269 -2.553 -2.453
H15 -3.318 -1.677 -3.609
O6 0.510 0.312 -0.137
S1 1.975 -0.132 -0.028
C9 2.513 0.666 1.440
C10 1.818 0.446 2.612
C11 2.236 1.068 3.754
C12 3.319 1.944 3.632
C13 3.985 2.159 2.428
C14 3.585 1.523 1.254
C15 1.910 -1.854 0.458
C16 3.048 -2.574 0.254
C17 3.038 -3.941 0.474
C18 1.843 -4.509 0.985
C19 0.630 -3.796 1.050
C20 0.691 -2.413 0.820
H16 0.952 -0.237 2.598
H17 1.687 1.000 4.712
H18 3.559 2.589 4.415
H19 4.801 2.932 2.506
H20 4.126 1.648 0.317
H21 3.976 -2.138 -0.031
H22 3.869 -4.572 0.362
H23 1.860 -5.527 1.167
H24 -0.202 -4.350 1.386
H25 -0.214 -1.799 1.081

Properties
- relative energy (zero: lowest compared OMol25 entry of this formula, charge and spin) (kJ/mol) = 78.11
- E_LUMO (eV) = -2.337
- HOMO-LUMO gap (Ha) = 0.30826
- 2S+1 = 1
- charge = +1
- M (g mol⁻¹) = 575.71

Here are the Mulliken charges for atoms 1 to 8, given in e:
1 Mg 1.3858
2 O -0.4626
3 C 0.6406
4 O -0.9058
5 C -0.3905
6 O -0.4046
7 C -0.7204
8 C 1.0580

=====

Repeat the third record exactly.
Computed, not measured: one molecule with the formula C5H11N3O2 at a distorted geometry, with ωB97M-V/def2-TZVPD.

CARTESIAN COORDINATES (ANGSTROEM)
C1 -2.382 0.663 1.256
C2 -0.890 0.656 0.798
C3 -0.169 -0.204 0.066
N1 -0.693 -1.407 -0.375
N2 0.162 -2.564 -0.501
C4 1.065 0.167 -0.634
C5 1.155 1.586 -1.161
N3 2.178 0.044 0.366
O1 2.085 0.630 1.425
O2 3.081 -0.680 0.125
H1 -2.783 1.615 0.967
H2 -2.811 -0.072 0.585
H3 -2.485 0.421 2.248
H4 -0.404 1.675 1.008
H5 -1.644 -1.556 -0.019
H6 -0.256 -3.155 -1.271
H7 -0.046 -3.182 0.324
H8 1.200 -0.552 -1.469
H9 0.974 2.295 -0.371
H10 0.480 1.766 -1.889
H11 2.182 1.855 -1.479

Properties
- relative energy (zero: lowest compared OMol25 entry of this formula, charge and spin) (kJ/mol) = 578.83
- E_LUMO (eV) = 0.761
- HOMO-LUMO gap (Ha) = 0.33074
- structure (SMILES) = C/C=C(\NN)[C@@H](C)[N+](=O)[O-]
- 2S+1 = 1
- charge = 0
- M (g mol⁻¹) = 145.16

Here are the Mulliken charges for atoms 1 to 8, given in e:
1 C -1.3016
2 C -0.2641
3 C 0.4117
4 N -0.1689
5 N -0.6141
6 C 0.1976
7 C -1.6098
8 N 1.0714